Density functional theory data (the ωB97M-V functional and the def2-TZVPD basis) for an isolated ion of composition C22H27O2Si and charge +1.

Last column: Löwdin charge in e.
Element x y z (Å)
C 6.0531 -3.0057 -2.1142  -0.05
O 5.6485 -1.6144 -2.1687  -0.07
C 4.3314 -1.3504 -2.0721  -0.28
C 3.9807 0.0163 -2.2146  0.01
C 2.6740 0.4175 -2.0289  -0.03
C 1.6614 -0.5021 -1.5756  -0.18
C 0.3093 0.0086 -1.0553  -0.17
C -0.8898 -0.6758 -1.6521  -0.17
C -2.1030 0.0615 -1.6159  -0.03
C -3.3352 -0.5555 -1.8120  -0.03
C -3.4249 -1.9332 -2.0862  -0.27
C -4.7514 -2.6066 -2.0800  -0.05
C -2.2293 -2.6164 -2.3488  -0.02
C -0.9894 -1.9890 -2.2105  -0.02
C 2.0405 -1.8686 -1.5730  -0.04
C 3.3300 -2.2898 -1.8205  -0.01
H 7.1463 -3.0024 -2.1848  0.10
H 5.7441 -3.4941 -1.1545  0.10
H 5.6245 -3.5914 -2.9680  0.11
H 4.7538 0.7672 -2.4152  0.13
H 2.3645 1.4579 -2.2248  0.12
H 0.2581 1.1225 -1.1642  0.15
H -2.0370 1.1315 -1.4876  0.11
H -4.2484 0.0300 -1.6738  0.12
H -4.6458 -3.6803 -2.0699  0.08
H -5.3299 -2.3033 -1.2152  0.08
H -5.3349 -2.3391 -2.9511  0.09
H -2.2807 -3.6726 -2.6428  0.12
H -0.1221 -2.4874 -2.6045  0.09
H 1.2969 -2.6202 -1.3897  0.10
H 3.5895 -3.3276 -1.7220  0.10
C -0.6563 4.1630 4.1582  -0.17
Si -1.4855 2.6580 3.3772  0.58
C -2.1468 1.6069 4.7867  -0.17
C -2.8891 3.2219 2.2839  -0.17
C -0.3699 1.6301 2.2085  -0.11
C 1.0152 1.7606 2.0780  -0.01
C 1.4630 0.8739 1.1673  0.10
C 0.3029 0.1407 0.5610  -0.18
O -0.7972 0.7889 1.2033  0.03
H -1.3876 4.7500 4.7305  0.05
H 0.1421 3.8948 4.8585  0.04
H -0.2284 4.8387 3.4111  0.04
H -2.9274 2.1403 5.3498  0.05
H -2.5913 0.6899 4.3796  0.04
H -1.3525 1.3247 5.4910  0.04
H -3.6574 3.7541 2.8608  0.05
H -2.5136 3.8835 1.4920  0.04
H -3.3442 2.3403 1.8149  0.04
H 1.6202 2.4687 2.6038  0.13
H 2.4758 0.5999 0.8854  0.15
H 0.2431 -1.0162 0.5953  0.23

Calculated values
- 2S+1 = 1
- max |F| (eV/Å) = 3.29
- highest occupied orbital energy (eV) = -11.05
- charge = +1